The following is a quantum chemistry calculation of a 4-piece molecular cluster, C4H16NO5 overall in a non-equilibrium geometry, from the OMol25 dataset.

The geometry in XYZ format:
```
26
Properties=species:S:1:pos:R:3
O -2.01304 -1.34032 0.15289
C -1.47285 -1.54994 1.36823
C 0.00286 -1.99995 1.11884
N 0.72000 -0.99124 0.23176
C 1.01802 -1.44040 -1.13771
C 1.23543 -0.43670 -2.19378
O -2.21837 -1.48116 2.36466
H -2.99769 -1.34211 0.18884
H 0.12962 -3.08489 0.83403
H 0.71188 -2.01310 2.07748
H 1.70197 -0.75124 0.76649
H 0.19898 -0.06473 0.06933
H 1.93887 -2.19550 -0.93958
H 0.27050 -2.20759 -1.61927
H 2.22513 0.12304 -2.11210
H 1.20692 -0.74424 -3.17671
H 0.42228 0.21604 -2.23743
H 2.25502 2.80835 -2.03581
H 1.41360 3.78714 -1.86856
O 1.70320 3.27699 -2.69034
H -1.09325 1.42013 -1.12519
H -0.49366 1.96602 0.13684
O -0.29000 1.58752 -0.69010
H 0.97701 2.63962 2.92978
H -0.25584 2.75997 2.33129
O 0.52419 2.47993 2.01599
```

Computed properties:
Energy relative to the best compared isomer or geometry (same formula, charge and spin) (kcal per mole): 101.61
Frontier orbital gap (spin up / spin down) (Eh): 0.43410 / 0.07341
Net charge: +2
Spin multiplicity: 2
Total energy (hartree): -592.09466



The following is a quantum chemistry calculation of C11H17N3O4Tl as an isolated structure in a non-equilibrium geometry, from the OMol25 dataset.

The geometry in XYZ format:
```
36
Properties=species:S:1:pos:R:3
Tl 0.26122 -0.15814 0.01873
O -0.17872 4.49034 0.03130
C -0.29369 3.20196 0.06316
O 0.63340 2.40131 0.09911
C -1.71438 2.73400 0.03710
C -2.79797 3.60632 0.02608
C -4.06935 3.05202 -0.00982
C -4.22744 1.67224 -0.03638
C -3.08523 0.87880 -0.02111
N -1.88269 1.42520 0.01683
C -3.08432 -0.62682 -0.07484
O -4.18443 -1.29953 -0.00847
O -2.01534 -1.21481 -0.18187
H 0.74188 4.81392 0.03912
H -2.64568 4.67630 0.04061
H -4.94262 3.69192 -0.01856
H -5.22261 1.24998 -0.08186
H -5.01687 -0.80933 0.09370
N 2.91177 0.41788 0.00181
C 3.77534 -0.61875 -0.49265
C 3.74156 -1.89786 0.34769
C 2.91376 -2.99850 -0.35073
C 1.69782 -3.39257 0.49039
N 0.45922 -2.86502 -0.00642
H 2.84165 1.24568 -0.58482
H 3.04775 0.66444 0.97976
H 4.82285 -0.26516 -0.47612
H 3.56523 -0.79657 -1.54736
H 3.33529 -1.66360 1.33644
H 4.75160 -2.26221 0.52261
H 3.54417 -3.86634 -0.53246
H 2.56967 -2.67123 -1.33662
H 1.80732 -3.13734 1.54484
H 1.65937 -4.49812 0.48387
H -0.36098 -3.04471 0.56903
H 0.27123 -3.05432 -0.98909
```

Computed properties:
Energy relative to the best compared isomer or geometry (same formula, charge and spin) (kcal per mole): 35.23
Frontier orbital gap (Eh): 0.21987
Net charge: +3
Total energy (hartree): -1065.98489



The following is a quantum chemistry calculation of C57H49BrN6O8P2SY as an isolated structure, from the OMol25 dataset.

The geometry in XYZ format:
```
125
Properties=species:S:1:pos:R:3
Y 0.11058 -0.59674 -0.19247
C 0.05590 3.56337 -6.81780
C -0.98314 2.83270 -6.26084
C -0.80625 2.17644 -5.05131
C 0.41207 2.24036 -4.38764
C 1.45062 2.97539 -4.95298
C 1.27566 3.63667 -6.15916
C 0.61830 1.51563 -3.09751
C 0.43243 2.23539 -1.90810
C 0.25805 3.66643 -1.84860
C 0.25539 4.00317 -0.53801
C 0.41047 2.77885 0.21334
N 0.48422 1.71987 -0.64432
C 0.45817 2.71183 1.60733
C 0.65099 1.54849 2.35902
C 0.64772 1.48414 3.80130
C 0.91793 0.20092 4.13890
C 1.14156 -0.51568 2.90588
C 1.59669 -1.83861 2.82171
C 1.71165 -2.61457 4.08754
C 2.66345 -2.30174 5.05343
C 2.75804 -3.04394 6.22123
C 1.89837 -4.11218 6.43713
C 0.94730 -4.43145 5.47819
C 0.85453 -3.68897 4.31077
C 1.99855 -2.48922 1.64962
N 1.87330 -1.99744 0.38690
C 2.52712 -2.84445 -0.45140
C 2.63125 -2.69894 -1.83976
C 3.33055 -3.78847 -2.58162
C 2.72307 -5.02993 -2.74432
C 3.35932 -6.04785 -3.43857
C 4.61872 -5.83518 -3.98162
C 5.23451 -4.60188 -3.82421
C 4.59397 -3.58675 -3.12861
C 2.10450 -1.65136 -2.60245
C 2.13332 -1.58969 -4.04808
C 1.51759 -0.43960 -4.40327
C 1.12629 0.21964 -3.17852
N 1.47434 -0.55184 -2.11065
C 3.08786 -3.93585 0.31480
C 2.74958 -3.72373 1.60845
N 0.91893 0.31305 1.84687
C 0.33240 4.00510 2.34787
C 1.40536 4.89233 2.37504
C 1.30975 6.10600 3.03870
C 0.13454 6.45159 3.69099
C -0.93844 5.57235 3.67422
C -0.84150 4.35851 3.00805
H -0.08475 4.07814 -7.76001
H -1.94216 2.78155 -6.75915
H -1.63334 1.64511 -4.60037
H 2.40133 3.02178 -4.43565
H 2.09223 4.20561 -6.58488
H 0.15876 4.31623 -2.70034
H 0.16372 4.98941 -0.11356
H 0.46284 2.31300 4.46394
H 0.98192 -0.21495 5.13006
H 3.33893 -1.47343 4.87687
H 3.50671 -2.79002 6.96067
H 1.96911 -4.69201 7.34832
H 0.26865 -5.25894 5.64058
H 0.10374 -3.91730 3.56487
H 1.74476 -5.19127 -2.30762
H 2.87162 -7.00655 -3.55624
H 5.11797 -6.62725 -4.52430
H 6.21719 -4.42885 -4.24337
H 5.06889 -2.62166 -3.00457
H 2.56555 -2.33296 -4.69745
H 1.34437 -0.05891 -5.39663
H 3.67949 -4.74221 -0.08548
H 3.01205 -4.32271 2.46435
H 2.32077 4.62130 1.86349
H 2.15525 6.78146 3.04629
H 0.05642 7.39846 4.20890
H -1.86066 5.82972 4.17991
H -1.68260 3.67828 2.98252
C -4.29618 -2.78973 -2.94417
C -3.21360 -2.42459 -1.93953
O -3.29615 -3.36494 -0.88053
P -1.55203 -2.53385 -2.65037
O -1.50334 -1.43218 -3.78934
O -1.42013 -3.83364 -3.57324
O -0.50172 -2.55274 -1.59657
P -3.36172 -0.62938 -1.42086
O -4.22893 -0.66584 -0.08936
O -4.04156 0.13230 -2.49744
O -1.92628 -0.18822 -1.11600
H -4.11400 -3.78576 -3.34762
H -4.34352 -2.06206 -3.75085
H -5.25520 -2.79177 -2.42547
H -2.68948 -3.10126 -0.15987
H -1.98442 -0.61795 -3.56761
H -0.87008 -4.48551 -3.12518
H -3.67087 -0.93378 0.66855
Br -1.58884 -2.01623 1.54547
C -5.41363 4.05339 2.87292
C -6.41772 3.45781 1.89655
C -5.86406 2.25045 1.15000
N -4.86608 2.60795 0.15445
C -3.55369 2.39386 0.27958
S -2.80154 1.74788 1.59925
N -2.82804 2.69843 -0.87626
C -3.07550 3.68315 -1.80162
O -2.73386 3.57688 -2.95942
C -3.65390 4.96823 -1.29355
C -4.55952 5.65997 -2.08596
C -5.05608 6.88161 -1.65859
C -4.61987 7.42746 -0.45872
C -3.68704 6.75129 0.31581
C -3.21084 5.51634 -0.09622
H -5.82586 4.92452 3.38391
H -4.50704 4.36200 2.35855
H -5.11843 3.32024 3.62544
H -6.73057 4.21397 1.16839
H -7.31943 3.14938 2.43303
H -6.65741 1.71473 0.62612
H -5.39100 1.54897 1.83994
H -5.20155 2.77623 -0.78198
H -2.14421 1.98921 -1.13948
H -4.86038 5.23157 -3.03309
H -5.77450 7.41440 -2.26716
H -4.99986 8.38636 -0.13131
H -3.33074 7.18155 1.24216
H -2.47967 4.98142 0.49996
```

Computed properties:
Energy relative to the best compared isomer or geometry (same formula, charge and spin) (kcal per mole): 5.02
Frontier orbital gap (Eh): 0.21364
Net charge: -1
Total energy (hartree): -6825.87623